120
Properties=species:S:1:pos:R:3:forces:R:3:lowdin_charge:R:1 method="wB97M-V/def2-TZVPD" de_lowest_kcal_mol=365.2 orbital_gap_ev=9.86 multiplicity=1
H -3.775 -0.004 -5.155 -1.07 -0.66 0.07 0.02
H -2.302 -0.567 -4.970 -1.18 0.78 0.00 0.05
O -2.877 0.235 -5.020 2.47 0.01 0.08 -0.05
H -2.312 2.272 -4.040 0.09 1.25 -1.07 0.02
H -2.354 3.253 -5.304 0.57 -0.32 2.18 0.09
O -2.060 3.192 -4.337 -0.65 -1.07 -2.03 -0.12
H -5.142 -1.869 3.715 -2.63 4.60 -3.48 -0.06
H -4.158 -2.973 3.624 1.55 -1.04 -1.80 -0.01
O -4.748 -2.509 4.153 1.14 -3.58 5.27 0.05
H 4.905 -2.710 -0.361 1.04 0.03 -0.37 0.07
H 3.931 -2.060 -1.079 -2.43 1.10 -0.61 -0.04
O 4.820 -2.268 -1.229 1.87 -2.04 0.89 -0.06
H 4.046 3.384 -0.629 -3.62 -1.96 0.76 0.17
H 2.472 3.049 -0.876 -2.22 1.26 -2.40 -0.06
O 3.182 2.801 -0.362 5.67 0.90 1.21 -0.07
H -5.581 0.402 1.607 1.64 0.13 -1.16 0.13
O -4.609 0.447 1.327 -4.83 -0.48 -1.26 -0.07
H -5.567 2.031 -2.960 -0.44 0.43 -0.96 0.05
O -4.895 1.350 -3.002 -0.46 0.45 0.52 -0.05
H -2.075 -2.810 4.186 -1.37 1.02 1.67 0.01
H -1.941 -2.206 2.613 -1.26 -1.37 3.22 0.04
O -1.717 -2.932 3.343 1.52 0.06 -2.95 -0.09
H 3.630 -1.963 4.487 0.65 -0.14 0.57 0.06
H 2.306 -2.263 4.813 -2.06 0.09 -0.23 -0.05
O 3.120 -2.200 5.281 1.65 0.77 0.00 -0.06
H 0.566 5.194 -2.738 1.25 -1.54 2.35 0.12
H 0.507 4.109 -1.474 0.82 1.61 -1.36 0.05
O 1.104 4.767 -1.963 -2.27 -0.47 -1.31 -0.12
H -0.264 -3.211 0.363 -1.39 0.88 1.14 0.09
H -1.156 -2.380 1.453 1.28 1.52 0.29 -0.05
O -1.135 -3.055 0.827 0.78 -3.21 -2.81 -0.05
H -2.734 2.242 -2.160 -0.28 -0.54 -0.45 -0.02
O -2.311 3.003 -1.779 2.05 1.25 0.19 -0.08
H 2.223 -4.284 -4.329 0.20 0.51 0.88 0.07
H 2.560 -3.536 -2.906 -1.11 -0.42 -2.07 0.07
O 2.056 -3.483 -3.792 1.22 -0.33 1.41 -0.08
H -1.900 -0.528 1.728 -1.78 -0.57 0.28 0.05
H -3.355 -0.875 1.421 -3.52 0.16 -4.00 -0.04
O -2.756 -0.970 2.063 5.10 -0.62 4.06 -0.07
H -0.854 1.454 3.252 0.89 0.58 0.59 0.00
H -0.897 1.348 1.680 -1.30 -1.17 3.13 0.12
O -1.320 0.979 2.581 0.89 1.29 -3.29 -0.08
H -2.626 0.960 -0.217 -2.90 -2.55 -2.62 0.16
H -4.078 0.255 -0.304 -1.02 -0.02 1.05 -0.02
O -3.316 0.353 -0.846 3.31 2.92 0.59 -0.12
H 0.315 -2.120 -5.387 -0.12 -0.90 -1.02 0.05
H 0.450 -0.723 -4.960 0.06 3.70 -1.41 -0.03
O 0.476 -1.570 -4.643 -0.27 -2.25 2.04 -0.01
H -1.790 3.121 0.522 -1.63 -0.17 -0.90 0.00
H -0.336 2.891 0.428 -0.04 0.20 0.12 0.01
O -0.988 3.492 0.828 1.50 -0.08 -0.03 -0.04
H 1.012 3.777 2.570 0.35 -0.83 -1.25 0.05
O 1.555 3.228 1.929 -0.12 1.50 -1.69 -0.12
H -0.729 4.856 2.712 -0.88 1.93 -2.35 0.01
H -1.393 3.960 3.720 -2.63 -0.96 1.22 -0.02
O -0.597 4.247 3.375 3.59 -0.76 1.68 0.01
H 1.775 1.531 2.500 -0.27 -1.73 1.72 0.08
O 1.587 0.612 2.954 0.32 1.01 -0.49 -0.12
H 2.806 -0.838 0.509 1.35 1.16 -0.04 0.00
H 1.630 -0.865 1.634 1.85 -1.23 -2.91 0.11
O 2.053 -1.337 0.759 -3.04 0.68 3.26 -0.07
H 2.702 -1.674 -5.319 -3.17 -1.86 1.91 -0.08
H 3.065 -0.179 -5.731 -0.25 -1.54 0.36 0.06
O 3.291 -1.139 -5.737 3.12 3.10 -2.85 -0.03
H -1.397 1.947 5.233 1.30 -1.16 0.24 -0.05
H -2.840 2.199 5.402 -5.33 -2.63 1.25 -0.03
O -2.078 2.587 5.215 3.55 4.68 -1.55 0.02
H -2.528 -5.807 -0.133 0.13 0.11 1.25 0.01
H -2.442 -4.104 -0.189 0.19 -2.53 0.03 0.04
O -2.525 -5.010 -0.637 -0.23 2.32 -1.34 -0.10
H -3.128 1.637 3.362 -1.59 0.42 0.12 0.07
H -4.160 2.695 3.383 -0.67 9.41 -1.15 -0.06
O -4.110 1.860 3.482 2.41 -9.82 1.20 0.02
H 2.490 -3.139 2.174 -0.41 0.10 0.70 0.00
H 3.195 -4.420 2.677 -0.14 -2.96 4.23 -0.07
O 3.116 -3.835 2.022 1.15 3.36 -6.37 -0.01
H 5.427 0.718 -0.318 -2.50 -0.41 0.59 0.09
H 5.296 -0.252 -1.313 -3.27 0.05 1.73 0.11
O 4.618 0.151 -0.591 5.46 0.99 -1.92 -0.15
H 3.264 -0.267 -2.774 0.13 1.86 1.36 0.03
H 3.429 -1.234 -3.586 1.75 -0.67 -1.37 0.05
O 4.037 -0.533 -3.271 -1.57 -1.70 0.35 -0.07
H 1.429 0.641 -1.225 -0.43 -0.42 -0.44 0.03
H -0.097 0.686 -1.853 2.23 0.56 1.17 0.08
O 0.598 1.128 -1.266 -1.45 0.78 -0.50 -0.08
H 4.254 1.189 -3.586 -2.08 2.32 0.48 0.06
H 3.548 2.025 -2.376 0.28 -0.18 -3.00 0.03
O 3.602 1.994 -3.418 1.67 -1.45 2.48 -0.17
H 1.196 2.068 -6.365 0.90 0.62 -0.07 0.02
O 0.772 1.238 -6.186 -3.85 0.69 0.31 -0.08
H 2.582 -4.030 5.011 0.14 0.42 0.94 0.01
H 1.297 -4.374 4.098 2.96 -0.11 0.46 0.12
O 2.325 -4.421 4.189 -3.65 -1.47 -0.32 -0.09
H 1.564 3.643 0.973 0.10 -1.15 3.29 0.07
H -4.277 0.583 2.177 1.57 0.80 2.32 -0.03
H 1.838 0.491 3.902 0.11 0.94 -1.31 0.07
H -4.772 1.321 -2.047 0.93 -0.84 0.25 0.01
H -1.568 3.319 -2.392 -2.00 -0.87 1.09 0.06
H -0.213 1.597 -6.115 2.85 -1.43 -0.08 0.10
O 2.263 -3.466 -0.731 2.22 -9.58 -13.86 0.05
H 3.120 -3.907 -0.547 -0.81 -0.39 -0.56 0.09
H 2.229 -3.038 -0.068 -1.74 9.58 14.11 -0.20
O -3.405 -2.602 -3.038 0.79 1.75 1.39 -0.02
H -3.014 -3.253 -3.580 -0.05 -1.30 -0.90 0.02
H -4.338 -2.493 -3.142 -0.63 -0.41 -0.48 0.03
O 0.804 -1.901 3.833 -0.65 2.93 -0.55 -0.08
H 0.482 -0.953 3.644 1.43 -1.41 0.26 0.06
H -0.088 -2.240 3.853 -0.95 -1.62 -0.10 -0.01
O -1.262 -0.519 0.110 3.51 1.46 0.74 -0.15
H -2.031 -0.753 -0.418 0.53 -0.37 -0.91 0.03
H -0.324 -0.480 -0.324 -2.94 -0.69 0.55 0.07
O -0.367 0.776 5.707 4.69 3.03 -2.60 0.05
H 0.093 1.242 6.406 -0.37 -0.44 0.55 0.10
H -1.026 0.235 5.931 -3.67 -3.36 2.26 0.01
O 1.947 6.585 -0.161 0.36 -1.65 2.41 -0.11
H 2.002 5.764 0.471 -0.04 2.43 -2.17 0.07
H 2.115 6.264 -1.052 -0.19 -0.46 0.21 -0.01
O 0.180 -1.443 -1.873 -0.54 -1.23 -2.06 -0.11
H -0.514 -1.520 -2.631 2.17 -0.28 1.80 0.10
H 0.894 -2.122 -2.044 -1.38 0.87 -0.05 0.05


120
Properties=species:S:1:pos:R:3:forces:R:3:lowdin_charge:R:1 method="wB97M-V/def2-TZVPD" de_lowest_kcal_mol=195.6 orbital_gap_ev=9.54 multiplicity=1
H 3.197 -1.839 4.008 0.11 0.40 0.30 0.04
H 2.370 -1.351 5.196 0.73 0.79 1.31 0.01
O 2.307 -1.804 4.382 0.25 -1.11 -1.48 -0.04
H -0.233 -5.916 -1.616 0.46 -1.01 0.60 0.02
H -1.211 -6.662 -0.450 1.03 -0.58 -0.28 0.04
O -1.020 -5.975 -1.083 -1.58 1.64 -0.25 -0.05
H 0.839 0.880 -2.904 -1.21 -0.14 -0.09 0.03
H 0.870 2.031 -1.950 -0.37 0.16 0.25 0.07
O 0.224 1.486 -2.431 1.95 0.01 0.27 -0.06
H -2.476 2.910 -1.642 -0.48 0.20 0.34 -0.01
H -1.213 2.413 -2.356 -0.51 -0.23 -0.32 -0.01
O -2.185 2.437 -2.413 0.35 -0.01 -0.64 -0.05
H -1.873 -2.381 -2.018 -0.29 0.59 0.56 0.06
H -1.242 -2.282 -3.301 -0.38 1.38 -0.14 0.05
O -1.492 -1.674 -2.559 -0.15 -1.82 -0.33 -0.05
H 3.184 -1.917 0.407 0.03 0.37 0.92 0.04
O 3.633 -2.548 -0.157 -0.99 -0.10 -0.07 -0.05
H -0.344 -0.618 4.142 0.34 -1.64 -0.23 0.04
O -0.190 -1.562 4.380 -0.08 1.06 -0.96 -0.07
H 0.411 2.556 4.090 -0.59 -1.64 -0.18 0.05
H 1.660 2.571 4.647 1.04 -1.01 0.31 0.07
O 1.075 1.858 4.331 -0.78 2.48 0.84 -0.08
H 4.418 -1.023 -0.942 -0.07 -0.32 -0.36 -0.02
H 5.565 -1.024 -1.941 -0.07 0.06 -0.09 0.05
O 5.312 -0.698 -1.075 1.03 0.31 0.51 -0.07
H -1.029 0.451 4.961 -0.16 0.74 0.13 0.02
H -2.183 -0.126 4.074 -0.03 0.35 -0.04 -0.01
O -1.908 0.074 4.966 -1.07 0.56 1.13 -0.03
H -2.075 -3.368 3.321 -0.17 -0.08 0.35 0.01
H -1.801 -2.301 4.405 0.20 -0.35 0.25 -0.01
O -2.445 -2.972 4.122 -0.68 0.19 -0.37 -0.06
H 0.353 -0.759 1.034 0.04 0.58 -0.34 0.03
O 1.038 -1.095 0.445 0.66 -1.19 -0.13 -0.03
H -4.082 4.420 1.913 0.33 -0.13 0.30 0.09
H -5.262 3.633 1.515 -0.04 -0.40 0.10 0.07
O -4.414 3.510 1.977 -0.78 0.89 -0.13 -0.01
H 2.105 -4.471 -1.724 0.13 0.05 0.06 0.03
H 3.617 -4.477 -1.437 0.62 -0.20 0.64 0.05
O 2.983 -4.395 -2.135 -0.73 -0.46 -0.61 -0.04
H -0.388 -3.184 2.251 0.07 0.10 -0.20 0.08
H -1.450 -2.135 2.086 -0.17 0.17 -0.47 0.03
O -1.091 -2.908 1.638 1.17 -0.66 0.72 -0.07
H -1.751 1.360 2.965 0.18 -0.11 0.04 0.00
H -1.920 2.746 2.623 0.30 0.46 0.12 0.04
O -1.229 2.181 2.989 -0.39 0.35 -0.31 -0.06
H 4.313 0.519 4.436 -0.07 0.75 -0.19 0.02
H 5.179 0.223 3.096 0.04 0.61 0.39 -0.04
O 4.770 -0.120 3.905 -0.10 -1.59 0.55 -0.06
H 5.764 -2.917 0.619 0.07 0.02 0.06 0.01
H 4.939 -3.738 1.547 -0.81 -0.25 0.18 0.00
O 5.837 -3.479 1.400 0.86 0.26 -0.24 -0.05
H 3.444 -3.357 -3.435 -0.39 0.92 0.08 0.01
O 3.455 -2.491 -3.919 0.48 -0.84 -0.28 -0.07
H -3.991 0.951 -1.715 0.71 0.81 0.37 0.00
H -3.689 -0.294 -2.524 0.07 -0.06 -0.09 0.03
O -4.400 0.296 -2.263 -0.72 -0.61 -0.39 -0.03
H 3.122 3.164 2.119 0.47 0.35 -0.22 0.01
O 2.954 4.101 2.291 -0.27 0.24 1.10 -0.08
H 1.070 1.431 2.456 1.05 -0.21 -0.63 0.03
H 1.531 2.743 2.037 0.38 -0.31 -0.70 0.03
O 1.751 1.807 1.846 -1.65 -0.11 0.47 -0.10
H -0.036 3.580 -4.938 1.32 -0.25 -0.63 0.02
H -0.970 4.523 -5.065 -0.08 1.25 -0.85 0.04
O -0.078 4.412 -5.448 -1.29 -1.10 1.51 -0.07
H -3.631 2.709 0.838 0.27 -0.06 -0.39 0.01
H -2.314 3.187 0.273 0.06 -0.09 0.01 0.07
O -2.907 2.422 0.221 -0.02 0.56 0.24 -0.08
H -0.084 -3.243 -4.370 0.27 -0.87 -0.91 0.06
H -0.673 -2.925 -5.868 0.14 -0.66 0.19 0.09
O -0.465 -2.612 -4.985 -0.06 1.03 0.57 -0.02
H -3.328 -0.481 2.706 -1.52 -0.46 -0.80 0.04
H -3.770 0.929 1.911 -0.81 -1.04 -0.09 0.05
O -3.175 0.423 2.460 1.64 0.91 0.73 -0.02
H -6.339 -0.467 0.343 0.07 -0.07 0.33 0.05
H -5.836 0.274 -0.893 0.33 -0.18 0.43 0.03
O -5.973 0.381 0.069 -0.17 -0.67 -0.23 -0.07
H 4.893 0.218 1.219 0.61 -0.35 -0.66 0.04
H 6.453 0.619 1.153 0.12 -0.55 -0.80 0.07
O 5.637 0.654 1.636 -0.56 0.96 0.73 -0.01
H 2.499 0.892 -2.409 0.13 0.63 0.55 0.00
H 3.121 -0.274 -2.979 0.33 -0.69 0.45 0.04
O 3.158 0.248 -2.159 -0.13 -0.62 -1.63 -0.08
H 2.714 1.184 0.122 -0.96 0.84 0.32 0.02
H 4.055 1.441 -0.248 0.32 0.50 -0.93 0.05
O 3.182 1.839 -0.410 0.85 -0.46 1.02 -0.07
H -0.376 5.533 1.076 0.74 -0.06 0.13 0.02
H -1.095 6.749 1.715 0.25 -0.08 -0.01 0.04
O -1.202 6.000 1.122 -1.00 0.00 -0.10 -0.05
H 4.619 4.748 -0.007 0.06 0.12 -0.25 0.06
O 3.718 4.477 -0.213 0.62 0.42 -0.40 -0.06
H -6.414 2.215 0.177 0.00 -0.05 -0.12 0.01
H -6.333 2.197 -1.282 -0.03 0.06 -0.68 0.02
O -6.205 2.806 -0.561 -0.04 0.81 0.64 -0.06
H 4.065 -2.689 -4.642 -0.10 0.35 -0.07 0.05
H 2.823 -2.893 -0.562 0.30 -0.31 -0.28 0.02
H 3.301 4.608 1.545 -0.19 -0.53 -0.25 0.00
H 0.473 -1.427 5.050 0.42 -0.68 0.24 0.04
H 1.514 -0.394 0.009 -0.34 0.71 0.00 0.02
H 3.803 3.558 -0.516 -0.44 0.09 0.27 0.02
O -1.242 0.351 0.413 -0.74 0.90 -0.59 -0.08
H -1.011 0.416 -0.520 0.60 -0.31 -0.33 0.03
H -1.812 1.171 0.449 0.27 -0.91 0.59 0.01
O -3.077 1.132 -6.162 0.67 -0.24 -1.06 -0.08
H -3.524 1.453 -5.396 -0.43 0.35 0.84 0.00
H -2.157 0.966 -5.866 -0.83 0.04 -0.05 -0.01
O -2.886 -2.030 0.251 -0.63 1.10 -0.99 -0.06
H -2.617 -1.134 -0.049 0.09 -0.49 0.44 0.05
H -2.299 -2.648 -0.179 0.24 -0.26 0.29 0.03
O 1.028 -1.049 -3.136 1.01 0.77 0.52 -0.07
H 0.269 -1.231 -2.561 -0.28 -0.30 -0.83 0.01
H 1.075 -1.483 -3.990 -0.41 -0.57 0.21 0.03
O -5.030 -2.176 1.794 -1.63 0.44 -0.86 -0.06
H -4.384 -2.294 2.468 0.93 -0.47 0.59 -0.01
H -4.590 -2.114 0.931 0.40 -0.21 0.66 0.00
O 0.690 -3.580 -0.764 0.87 -0.84 -1.41 -0.05
H 0.872 -2.692 -1.083 -0.39 0.37 0.54 0.01
H 0.034 -3.557 -0.077 -0.49 0.43 0.67 0.01
O -1.068 0.343 -4.692 0.54 -0.27 0.44 -0.04
H -0.369 -0.317 -4.731 0.02 0.04 -0.35 0.02
H -1.430 0.159 -3.816 -0.29 0.37 -0.08 0.03


no.,HOMO energy (eV)
1,-10.16
2,-10.19